a) ORCA calculation (wB97M-V/def2-TZVPD) on a cluster of 2 separate species, C4H10O in total.

Geometry (Å):
C1 -2.3411 -0.3032 0.5319
C2 -1.1121 -0.4822 -0.2534
C3 -0.3215 0.5299 -0.5449
C4 1.0227 0.4150 -1.3123
H1 -2.2175 -0.7551 1.5304
H2 -3.1485 -0.8361 0.0020
H3 -2.6389 0.7514 0.6574
H4 -0.7719 -1.4859 -0.5404
H5 -0.5787 1.5790 -0.3479
H6 0.9304 0.8164 -2.3355
H7 1.3106 -0.6479 -1.3761
H8 1.8227 0.9654 -0.7893
O1 2.6314 0.0589 1.9094
H9 2.0947 0.0297 1.0853
H10 3.3175 -0.6352 1.7833

The structure (SMILES) is C/C=C/C.O. For the highest occupied orbital energy, the calculation gives -9.42 eV. As for the spin multiplicity: 1. The gap between HOMO and LUMO comes out at 0.382 Eh.

b) ORCA calculation (wB97M-V/def2-TZVPD) on the molecule C4H10O.

Geometry (Å):
C1 -0.0458 -1.3988 -0.8364
C2 -0.4248 -0.1667 -0.0187
C3 -0.4824 1.0561 -0.9333
C4 0.5618 0.0492 1.1229
O1 0.1139 1.1336 1.9169
H1 -0.7863 -1.5718 -1.6265
H2 0.0187 -2.3050 -0.2222
H3 0.9277 -1.2401 -1.3213
H4 -1.4088 -0.3346 0.4392
H5 -0.5580 1.9879 -0.3642
H6 0.4302 1.0934 -1.5454
H7 -1.3326 0.9962 -1.6198
H8 1.5598 0.2536 0.6987
H9 0.6401 -0.8697 1.7275
H10 0.7869 1.3165 2.5826

The structure (SMILES) is CC(C)CO. For the highest occupied orbital energy, the calculation gives -10.32 eV. As for the spin multiplicity: 1. The gap between HOMO and LUMO comes out at 0.416 Eh.

c) ORCA calculation (wB97M-V/def2-TZVPD) on the molecule C4H10O.

Geometry (Å):
C1 1.8705 -0.4193 -0.6966
O1 1.0697 -0.2127 0.4359
C2 -0.1817 0.3978 0.2038
C3 -1.1197 -0.2941 -0.8897
C4 -0.7992 0.4737 1.6220
H1 1.9861 -1.5009 -0.7938
H2 2.8303 0.1009 -0.5845
H3 1.4240 -0.0512 -1.6254
H4 0.0315 1.4338 -0.1161
H5 -1.6333 -1.1794 -0.4981
H6 -0.7237 -0.6440 -1.8673
H7 -1.8980 0.4150 -1.2002
H8 -1.8384 0.8036 1.5862
H9 -0.2623 1.1709 2.2851
H10 -0.7556 -0.4939 2.1388

The structure (SMILES) is COC(C)C. For the highest occupied orbital energy, the calculation gives -9.59 eV. As for the spin multiplicity: 1. The gap between HOMO and LUMO comes out at 0.394 Eh.

b) ends up most stable, edging out the next structure by 14.9 kcal/mol.

a) ORCA calculation (wB97M-V/def2-TZVPD) on the molecule C4H10O.

Geometry (Å):
C1 2.0120 0.0614 -0.1930
C2 0.6617 -0.5710 0.1362
C3 -0.5368 0.3651 -0.0123
C4 -1.8366 -0.4139 -0.2158
O1 -0.5644 1.1635 1.1667
H1 2.2257 0.9153 0.4576
H2 2.0425 0.4089 -1.2332
H3 2.8185 -0.6697 -0.0674
H4 0.5070 -1.4532 -0.4963
H5 0.6570 -0.9190 1.1772
H6 -0.3881 1.0139 -0.8916
H7 -1.8147 -0.9361 -1.1803
H8 -1.9747 -1.1606 0.5741
H9 -2.7115 0.2469 -0.2169
H10 -1.0974 1.9485 0.9951

The structure (SMILES) is CC[C@@H](C)O. For the highest occupied orbital energy, the calculation gives -10.25 eV. As for the spin multiplicity: 1. The gap between HOMO and LUMO comes out at 0.414 Eh.

b) ORCA calculation (wB97M-V/def2-TZVPD) on the molecule C4H10O.

Geometry (Å):
C1 -0.6062 1.7220 0.4641
C2 -1.0050 0.2334 0.3865
C3 0.1106 -0.7568 0.4501
C4 0.9900 -0.6905 -0.8067
O1 1.8434 -1.7784 -1.0516
H1 0.0240 2.1164 1.3722
H2 -1.5223 2.4205 0.4124
H3 -0.0238 2.0461 -0.3948
H4 -1.4612 0.0266 -0.5711
H5 -1.8366 -0.0389 1.1524
H6 0.6699 -0.7335 1.3849
H7 -0.2849 -1.7967 0.4595
H8 0.2105 -0.4788 -1.6664
H9 1.6018 0.2574 -0.7519
H10 1.2898 -2.5489 -0.8395

The structure (SMILES) is CCCCO. For the highest occupied orbital energy, the calculation gives -10.27 eV. As for the spin multiplicity: 1. The gap between HOMO and LUMO comes out at 0.415 Eh.

a) ends up most stable, edging out the next structure by 18.3 kcal/mol.

a) ORCA calculation (wB97M-V/def2-TZVPD) on a cluster of 2 separate species, C4H10O in total.

Geometry (Å):
C1 -1.5846 -1.1885 -0.8338
C2 -0.5314 -0.3776 -0.7365
O1 0.5783 -0.7834 -0.0902
C3 1.5456 0.1768 0.2937
C4 1.3808 0.4607 1.7732
H1 -1.6141 -2.0774 -0.2232
H2 -2.3516 -1.0738 -1.5799
H3 -0.4631 0.6196 -1.1727
H4 1.4746 1.0927 -0.3155
H5 2.5079 -0.2960 0.0774
H6 2.1921 1.0803 2.1647
H7 1.3732 -0.4929 2.3104
H8 0.4266 0.9654 1.9565
H9 -2.6010 0.7146 -1.5508
H10 -2.3334 1.1798 -2.0733

The structure (SMILES) is C=COCC.[H][H]. For the highest occupied orbital energy, the calculation gives -8.68 eV. As for the spin multiplicity: 1. The gap between HOMO and LUMO comes out at 0.361 Eh.

b) ORCA calculation (wB97M-V/def2-TZVPD) on a structure of composition C4H10O.

Geometry (Å):
C1 1.9506 0.5064 -0.4203
C2 0.6724 -0.2384 -0.8028
C3 -0.1650 -0.6121 0.4060
C4 -1.5707 -0.7427 0.2976
O1 -1.9379 0.8259 1.2036
H1 1.7121 1.4398 0.1027
H2 2.5660 -0.1004 0.2546
H3 2.5588 0.7502 -1.2988
H4 0.0752 0.3922 -1.4784
H5 0.9421 -1.1316 -1.3859
H6 -0.7522 0.5441 1.0738
H7 0.3217 -1.2478 1.1473
H8 -2.0750 -0.5301 -0.6450
H9 -2.1287 -1.3895 0.9681
H10 -2.1695 1.5341 0.5773

For the highest occupied orbital energy, the calculation gives -8.20 eV. As for the spin multiplicity: 1. The gap between HOMO and LUMO comes out at 0.339 Eh.

c) ORCA calculation (wB97M-V/def2-TZVPD) on a cluster of 2 separate species, C4H10O in total.

Geometry (Å):
C1 1.7196 -0.3515 -1.5477
C2 1.0612 -0.3484 -0.1701
C3 0.0792 0.8073 0.0060
C4 -2.0529 -0.3419 2.0450
O1 -3.1236 -0.0009 1.3658
H1 0.9706 -0.4487 -2.3427
H2 2.2644 0.5847 -1.7195
H3 2.4326 -1.1762 -1.6543
H4 0.5379 -1.3007 -0.0101
H5 1.8351 -0.2910 0.6056
H6 -0.7638 0.7190 -0.6912
H7 0.5693 1.7689 -0.1880
H8 -1.7268 -1.2702 1.5127
H9 -0.3218 0.8390 1.0273
H10 -3.4809 0.8105 1.7612

For the highest occupied orbital energy, the calculation gives -8.91 eV. As for the spin multiplicity: 1. The gap between HOMO and LUMO comes out at 0.355 Eh.

a) ends up most stable, edging out the next structure by 18.4 kcal/mol.

a) ORCA calculation (wB97M-V/def2-TZVPD) on a cluster of 2 separate species, C4H8 in total.

Geometry (Å):
C1 0.3050 1.3264 0.2145
C2 0.0207 -0.1858 0.0406
C3 -0.5759 -0.6741 -1.0964
C4 0.3252 -0.7984 1.2306
H1 1.3816 1.5321 0.2513
H2 0.0088 1.5869 1.2277
H3 -0.0787 1.9480 -0.5983
H4 -0.9413 -0.1314 -2.0373
H5 -0.6668 -1.7485 -1.2181
H6 0.1240 -1.8716 1.4220
H7 -1.0605 0.5148 -2.7884
H8 0.8457 -0.3311 2.0579

For the highest occupied orbital energy, the calculation gives -7.12 eV. As for the spin multiplicity: 1. The gap between HOMO and LUMO comes out at 0.190 Eh.

b) ORCA calculation (wB97M-V/def2-TZVPD) on the molecule C4H8.

Geometry (Å):
C1 -1.4593 -0.2273 -0.2397
C2 -0.1906 0.1275 0.0248
C3 0.3787 -0.4299 1.3178
C4 0.6796 0.6381 -1.0483
H1 -1.8062 -0.0525 -1.2657
H2 -2.1116 -0.9117 0.2923
H3 0.9358 0.3324 1.8715
H4 -0.3763 -0.7434 2.0396
H5 1.1366 -1.1740 1.0563
H6 0.1332 0.8079 -1.9746
H7 1.1313 1.6176 -0.7779
H8 1.5486 0.0153 -1.2962

The structure (SMILES) is C=C(C)C. For the highest occupied orbital energy, the calculation gives -9.17 eV. As for the spin multiplicity: 1. The gap between HOMO and LUMO comes out at 0.378 Eh.

c) ORCA calculation (wB97M-V/def2-TZVPD) on a cluster of 2 separate species, C4H8 in total.

Geometry (Å):
C1 1.5496 -0.5972 0.2506
C2 2.7294 -0.7065 -0.3354
H1 1.0274 0.3436 0.0917
H2 1.2610 -1.1824 1.1083
H3 3.0743 0.0732 -1.0101
H4 3.3394 -1.5954 -0.2121
C3 -2.3319 1.1823 -0.1965
C4 -1.9735 0.0015 0.2923
H5 -1.5839 1.8461 -0.6152
H6 -3.3677 1.4725 -0.2651
H7 -0.9570 -0.3013 0.1050
H8 -2.7671 -0.5363 0.7865

The structure (SMILES) is C=C.C=C. For the highest occupied orbital energy, the calculation gives -10.08 eV. As for the spin multiplicity: 1. The gap between HOMO and LUMO comes out at 0.415 Eh.

b) ends up most stable, edging out the next structure by 30.4 kcal/mol.